<P>
{
  "formula": "C4H16O3",
  "method": "ωB97M-V/def2-TZVPD",
  "symbols": ["C", "C", "C", "C", "H", "H", "H", "H", "H", "H", "H", "H", "H", "H", "O", "H", "H", "O", "H", "H", "O", "H", "H"],
  "positions_angstrom": [[0.4817, 2.1376, -0.6458], [1.3074, 1.0648, 0.0969], [1.4219, -0.3734, -0.4450], [2.3269, -1.2370, 0.4244], [0.0355, 1.7939, -1.5857], [1.0815, 2.9724, -0.9932], [-0.3136, 2.4987, 0.0059], [1.0106, 1.0213, 1.1443], [2.3432, 1.3974, -0.0356], [0.4651, -0.8998, -0.5457], [1.8620, -0.3246, -1.4444], [2.3982, -2.2241, -0.0509], [2.0386, -1.3605, 1.4648], [3.3733, -0.9191, 0.3449], [-2.4466, 1.1174, 2.3313], [-1.5998, 1.2222, 2.7734], [-2.3716, 0.3403, 1.7712], [-2.5103, -3.0152, 0.4454], [-2.5234, -2.9336, -0.5180], [-1.8983, -2.3243, 0.7177], [-1.9440, -0.2461, -1.8709], [-2.8914, -0.2109, -2.0088], [-1.6468, 0.5027, -1.3760]],
  "lowdin_charge": [-0.10, -0.26, -0.28, -0.13, 0.06, 0.06, 0.06, 0.10, 0.10, 0.09, 0.11, 0.07, 0.07, 0.07, -0.05, 0.03, 0.02, -0.06, 0.03, 0.01, -0.04, 0.04, -0.01],
  "lumo_energy_ev": 0.3,
  "e_homo_ev": -11.3,
  "spin_multiplicity": 1,
  "orbital_gap_ev": 11.622,
  "smiles": "CCCC.O.O.O"
}

=====

<Q>
{
  "formula": "C4H16O3",
  "method": "ωB97M-V/def2-TZVPD",
  "symbols": ["C", "C", "C", "C", "H", "H", "H", "H", "H", "H", "H", "H", "H", "H", "O", "H", "H", "O", "H", "H", "O", "H", "H"],
  "positions_angstrom": [[-1.6499, -1.9727, 2.5377], [-1.2874, -0.6083, 1.9656], [-1.9201, -0.2964, 0.5813], [-1.8069, 1.2343, 0.3317], [-2.6851, -2.2662, 2.7268], [-1.0906, -2.1857, 3.4464], [-1.3871, -2.7509, 1.8015], [-0.2253, -0.4417, 1.8219], [-1.7730, 0.0557, 2.6847], [-1.1631, -0.6628, -0.1180], [-2.8986, -0.7221, 0.3793], [-2.1277, 1.6585, -0.6118], [-0.7321, 1.4489, 0.3855], [-2.2025, 1.6699, 1.2582], [3.0127, -0.6528, -1.8981], [3.4855, 0.0094, -2.4330], [3.8410, -0.7912, -1.3790], [1.9704, 5.9313, -4.2709], [2.3425, 5.9222, -3.4045], [1.8611, 5.0063, -4.5526], [2.3772, -3.2926, -0.0952], [2.6342, -2.9118, -0.9567], [1.4248, -3.3813, -0.2011]],
  "lowdin_charge": [-0.13, -0.27, -0.27, -0.12, 0.07, 0.06, 0.07, 0.11, 0.10, 0.09, 0.10, 0.06, 0.07, 0.06, -0.08, 0.04, 0.06, -0.06, 0.01, 0.04, -0.07, 0.02, 0.03],
  "lumo_energy_ev": 0.3,
  "e_homo_ev": -10.9,
  "spin_multiplicity": 1,
  "orbital_gap_ev": 11.206,
  "smiles": "CCCC.O.O.O"
}

=====

The least stable of them is <Q>.

=====

<P>
{
  "formula": "C2HO3S2",
  "method": "ωB97M-V/def2-TZVPD",
  "symbols": ["C", "C", "O", "O", "O", "S", "S", "H"],
  "positions_angstrom": [[-0.2910, -0.3247, -2.2344], [0.5618, -0.0932, 2.1374], [-0.2417, -1.4357, -2.4560], [-0.3595, 0.8162, -2.1226], [-0.8925, -0.0163, 2.1557], [1.2404, 1.2613, 0.8796], [0.9549, -0.6898, 0.3522], [-0.9725, 0.4821, 1.2881]],
  "lowdin_charge": [-0.59, -0.81, 0.16, 0.14, -0.34, 0.18, 0.26, 0.00],
  "lumo_energy_ev": 3.3,
  "e_homo_ev": -3.2,
  "spin_multiplicity": 1,
  "orbital_gap_ev": 6.559,
  "charge": -1
}

=====

<Q>
{
  "formula": "C2HO3S2",
  "method": "ωB97M-V/def2-TZVPD",
  "symbols": ["C", "C", "O", "O", "O", "S", "S", "H"],
  "positions_angstrom": [[-0.0567, 0.4362, -0.8159], [1.3590, -0.2805, -1.8746], [1.7809, -0.6043, -2.9364], [-2.6875, -0.0629, -0.0202], [-1.6885, -1.5982, -1.7690], [1.5054, -0.4507, -0.2538], [-1.8361, -0.1846, -1.2733], [0.2400, 1.4592, -0.6391]],
  "lowdin_charge": [-0.51, -0.77, 0.01, -0.60, -0.57, 0.83, 0.61, -0.01],
  "lumo_energy_ev": 3.2,
  "e_homo_ev": -3.8,
  "spin_multiplicity": 1,
  "orbital_gap_ev": 6.910,
  "charge": -1
}

=====

The least stable of them is <Q>.

=====

<P>
{
  "formula": "C5H16N4",
  "method": "ωB97M-V/def2-TZVPD",
  "symbols": ["C", "C", "C", "N", "H", "H", "H", "H", "H", "H", "H", "H", "H", "C", "C", "N", "N", "N", "H", "H", "H", "H", "H", "H", "H"],
  "positions_angstrom": [[-0.8840, -1.1000, 0.2838], [-0.3042, -2.2734, 1.0259], [-2.0422, -0.4175, 0.9365], [0.8866, 0.1589, 0.9103], [-1.0742, -1.3536, -0.7471], [1.6662, -0.4249, 0.6221], [0.9399, 0.5312, 1.8566], [-0.1159, -2.0633, 2.0798], [-1.7720, 0.0323, 1.8941], [-1.0336, -3.0939, 0.9799], [0.6114, -2.6396, 0.5585], [-2.8229, -1.1656, 1.1330], [-2.4640, 0.3464, 0.2860], [0.6118, -0.1996, -2.1739], [0.6462, 1.1655, -0.1640], [1.9643, 1.6389, -0.5863], [-0.0751, 2.2601, 0.4893], [-0.1132, 0.5381, -1.1682], [1.8543, 2.1923, -1.4277], [-0.2387, 2.9633, -0.2246], [-0.9997, 1.9248, 0.7376], [2.3514, 2.2297, 0.1421], [1.1428, 0.4445, -2.8933], [1.3664, -0.9100, -1.7841], [-0.1018, -0.7843, -2.7663]],
  "lowdin_charge": [-0.18, -0.11, -0.11, 0.09, 0.08, 0.09, 0.10, 0.08, 0.08, 0.09, 0.07, 0.09, 0.07, -0.21, -0.77, 0.08, 0.08, -0.07, 0.07, 0.07, 0.04, 0.07, 0.06, 0.07, 0.06],
  "lumo_energy_ev": [0.5, 0.6],
  "e_homo_ev": [-7.0, -7.1],
  "spin_multiplicity": 1,
  "orbital_gap_ev": [7.436, 7.666]
}

=====

<Q>
{
  "formula": "C5H16N4",
  "method": "ωB97M-V/def2-TZVPD",
  "symbols": ["C", "C", "C", "C", "C", "N", "N", "N", "N", "H", "H", "H", "H", "H", "H", "H", "H", "H", "H", "H", "H", "H", "H", "H", "H"],
  "positions_angstrom": [[-0.0728, -0.4183, 0.0482], [-1.4001, -0.6399, 0.8299], [-0.8003, 1.5561, -1.2609], [-0.0607, -1.2669, -1.2343], [1.0957, -0.8535, 0.9371], [0.0877, 0.9993, -0.2644], [2.4118, 1.7245, -0.4215], [2.0549, 2.2758, 0.6748], [-1.5726, -2.0323, 1.2374], [1.8176, 2.1110, -1.1601], [2.5801, 1.8922, 1.4655], [0.7092, 1.8107, 0.6435], [-2.3339, -2.1165, 1.8994], [-1.8009, -2.6152, 0.4412], [-2.2388, -0.2750, 0.2184], [-1.3624, -0.0282, 1.7356], [-1.8688, 1.4022, -1.0503], [-0.6340, 2.6340, -1.3226], [-0.6045, 1.1320, -2.2519], [0.8012, -0.9847, -1.8386], [-0.9666, -1.1250, -1.8239], [0.0265, -2.3235, -0.9855], [1.1320, -0.2416, 1.8397], [2.0329, -0.7294, 0.3981], [0.9668, -1.8881, 1.2452]],
  "lowdin_charge": [-0.61, -0.24, -0.16, -0.05, -0.07, -0.15, 0.04, -0.07, 0.00, 0.05, 0.07, 0.17, 0.06, 0.06, 0.10, 0.12, 0.07, 0.07, 0.07, 0.09, 0.08, 0.08, 0.07, 0.07, 0.07],
  "lumo_energy_ev": [0.0, 0.0],
  "e_homo_ev": [-7.7, -7.7],
  "spin_multiplicity": 1,
  "orbital_gap_ev": [7.690, 7.692]
}

=====

The least stable of them is <Q>.

=====

<P>
{
  "formula": "C6H8O2",
  "method": "ωB97M-V/def2-TZVPD",
  "symbols": ["C", "C", "C", "C", "O", "C", "C", "O", "H", "H", "H", "H", "H", "H", "H", "H"],
  "positions_angstrom": [[-0.4134, 2.5887, 0.2462], [-0.3853, 1.1881, 0.3815], [-1.2830, 0.0938, -0.0253], [-0.2815, -0.9231, -0.4560], [0.5056, -0.3364, -1.5395], [0.7109, -1.9993, -0.2529], [0.4439, -0.9743, 0.8461], [0.7979, 0.3939, 1.0684], [0.1518, 3.1686, 0.7897], [-1.4315, 2.9114, -0.1383], [-2.1301, 0.7340, -0.8386], [-1.6359, -0.1183, 0.9581], [-0.2107, -0.3924, -2.2822], [1.7322, -2.0427, -0.7576], [0.3940, -3.0225, -0.0607], [-0.0476, -1.5413, 1.6609]],
  "lowdin_charge": [0.10, -0.21, -0.11, -0.41, -0.06, 0.00, -0.24, -0.03, -0.01, 0.08, 0.21, 0.12, 0.16, 0.15, 0.10, 0.16],
  "lumo_energy_ev": 0.8,
  "e_homo_ev": -8.9,
  "spin_multiplicity": 1,
  "orbital_gap_ev": 9.644,
  "smiles": "C=C1C[C@]2(O)C[C@H]2O1"
}

=====

<Q>
{
  "formula": "C6H8O2",
  "method": "ωB97M-V/def2-TZVPD",
  "symbols": ["C", "C", "O", "C", "C", "C", "O", "C", "H", "H", "H", "H", "H", "H", "H", "H"],
  "positions_angstrom": [[-0.0747, -1.6827, 0.1707], [0.9785, -0.6551, -0.2980], [2.3341, -0.0700, -0.2095], [1.2366, 0.6299, 0.4381], [-0.0670, 1.5950, 0.0215], [-1.0985, 0.5350, -0.4999], [-2.3738, -0.0054, -0.0114], [-1.0223, -0.4883, 0.4183], [-0.3161, -2.2915, -0.8753], [0.0529, -2.3946, 0.9270], [0.5761, -0.3637, -1.3701], [1.5556, 0.6303, 1.5906], [-0.4113, 2.4507, 0.7532], [0.2708, 2.5263, -0.6853], [-0.5601, 0.2151, -1.4965], [-0.5658, 0.2283, 1.4195]],
  "lowdin_charge": [-0.02, -0.27, -0.01, -0.22, -0.10, -0.33, 0.05, -0.29, 0.18, 0.08, 0.14, 0.18, 0.13, 0.14, 0.15, 0.21],
  "lumo_energy_ev": 0.9,
  "e_homo_ev": -10.0,
  "spin_multiplicity": 1,
  "orbital_gap_ev": 10.869,
  "smiles": "C1[C@@H]2O[C@H]2C[C@@H]2O[C@@H]12"
}

=====

The least stable of them is <Q>.